13
Properties=species:S:1:pos:R:3:forces:R:3 method="wB97M-V/def2-TZVPD" gap_ha=0.3717 smiles=C[C@@H]1CSP(Cl)O1 de_lowest_kj_mol=2.3 e_tot_ha=-1392.91224 total_charge=0 e_homo_ev=-9.432
C 1.441257 -0.386067 -0.500089 -0.03 0.41 -3.27
C 0.415574 -0.168552 0.621615 0.55 1.10 -2.26
C -0.954693 -0.653956 0.171093 -0.47 -3.15 -0.40
S -2.263465 0.195196 1.067304 -0.43 -0.30 0.68
P -1.269518 1.986158 0.720939 2.11 -1.12 0.67
Cl -1.560417 2.051300 -1.328347 0.21 0.36 -0.44
O 0.265233 1.219210 0.903814 -1.25 1.90 -0.24
H 1.088923 0.066334 -1.547756 0.44 -0.99 2.25
H 1.662721 -1.467009 -0.683881 -0.57 0.65 0.26
H 2.445727 0.048803 -0.386201 -0.50 0.17 0.68
H 0.935393 -0.626434 1.441465 -0.83 -0.44 1.13
H -1.253334 -0.469283 -0.936871 1.31 -0.67 1.82
H -0.953401 -1.795699 0.456916 -0.55 2.05 -0.89

12
Properties=species:S:1:pos:R:3:forces:R:3 method="wB97M-V/def2-TZVPD" gap_ha=0.3436 smiles=CP(S)Cl.C#C de_lowest_kj_mol=250.8 e_tot_ha=-1317.56090 total_charge=0 e_homo_ev=-8.638
C -0.834017 1.260142 -1.097056 0.06 -0.20 0.69
P -0.584681 -0.581437 -0.641835 0.18 1.96 1.57
S -2.298063 -0.812192 0.622848 -0.50 -0.29 -0.31
Cl -1.143786 -1.646889 -2.218194 -0.69 -0.43 -1.25
H -1.188159 1.847234 -0.227588 -0.65 -0.85 -0.21
H 0.178579 1.656353 -1.054560 0.34 -0.01 -1.22
H -1.453790 1.503757 -1.982997 0.68 -0.20 0.42
H -1.660401 -0.563257 1.766257 0.30 0.00 0.09
C 2.660593 -0.313495 0.905079 -1.50 -1.92 1.11
C 1.851064 -1.001950 1.483609 -0.36 1.17 1.02
H 3.409233 -0.066954 0.250360 1.31 0.88 -1.04
H 1.063423 -1.281307 2.194078 0.82 -0.12 -0.89